(1)
The following is a DFT calculation (ωB97M-V/def2-TZVPD) of a structure of composition C25H29BClNiO10S2.

```
69
Properties=species:S:1:pos:R:3:forces:R:3
Ni -0.138365 0.423008 -0.496302 0.0 0.2 -0.2
O -2.549310 -1.780753 2.130012 0.0 -0.1 0.0
Cl -1.377122 -1.014279 1.864701 -0.1 0.3 -0.1
O -0.207982 -1.653770 2.400119 0.1 -0.1 0.0
O -1.493154 0.320373 2.386897 0.1 -0.1 -0.1
O -1.231493 -0.935781 0.382308 0.0 0.0 0.3
C -5.770406 6.847028 1.491892 0.0 0.0 0.0
C -4.401306 6.991384 0.812828 0.0 0.0 0.0
C -3.424385 7.570700 1.836757 0.0 0.0 0.0
C -4.516239 7.986015 -0.350814 0.0 0.0 0.0
C -3.942635 5.630456 0.282089 0.0 0.0 0.0
C -4.732384 4.962860 -0.657663 0.0 0.0 0.0
C -4.383536 3.722203 -1.188374 0.0 0.0 0.0
C -3.206615 3.160173 -0.749493 0.0 0.0 0.0
O -2.627923 1.972618 -1.092854 0.0 0.0 0.0
B -1.427853 1.877876 -0.347546 0.0 -0.1 0.0
O -1.311816 3.046287 0.441765 0.1 0.0 0.0
C -2.412444 3.808829 0.179362 0.0 0.0 0.0
C -2.752171 5.033944 0.710637 0.0 0.0 0.0
H -6.105983 7.813319 1.878656 0.0 0.0 0.0
H -5.713388 6.142962 2.324122 0.0 0.0 0.0
H -6.525744 6.481044 0.795647 0.0 0.0 0.0
H -3.795820 8.535980 2.187915 0.0 0.0 0.0
H -2.435485 7.730475 1.402676 0.0 0.0 0.0
H -3.317655 6.916924 2.704358 0.0 0.0 0.0
H -4.843695 8.963127 0.015245 0.0 0.0 0.0
H -5.235115 7.645720 -1.096996 0.0 0.0 0.0
H -3.551585 8.108819 -0.846990 0.0 0.0 0.0
H -5.656245 5.418788 -0.992792 0.0 0.0 0.0
H -5.010276 3.218504 -1.912366 0.0 0.0 0.0
H -2.101032 5.497823 1.437936 0.0 0.0 0.0
O 1.784947 0.039580 0.488049 0.0 -0.1 0.1
S 2.538123 -0.725512 1.526661 -0.1 0.0 -0.1
C 4.258523 -0.286344 1.146897 0.0 0.0 0.0
C 5.241617 -0.943692 2.070070 0.0 0.0 0.0
C 6.163762 -0.183766 2.783582 0.0 0.0 0.0
C 7.068134 -0.789589 3.644372 0.0 0.0 0.0
C 7.057596 -2.167115 3.808449 0.0 0.0 0.0
C 6.143405 -2.934501 3.099622 0.0 0.0 0.0
C 5.244892 -2.328244 2.234839 0.0 0.0 0.0
C 2.346643 0.190483 3.094396 0.0 0.0 0.0
C 2.579412 1.662245 2.956425 0.0 0.0 0.0
C 1.678357 2.451879 2.242814 0.0 0.0 0.1
C 1.922306 3.806066 2.071724 0.0 0.0 0.0
C 3.056061 4.390815 2.619630 0.0 0.0 0.0
C 3.947573 3.615473 3.348452 0.0 0.0 0.0
C 3.710310 2.257709 3.510413 0.0 0.0 0.0
H 4.329150 0.801960 1.153310 0.0 0.0 0.0
H 4.365543 -0.629876 0.116172 0.0 0.0 0.0
H 6.171606 0.892080 2.655823 0.0 0.0 0.0
H 7.781390 -0.183048 4.188544 0.0 0.0 0.0
H 7.759245 -2.640965 4.483256 0.0 0.0 0.0
H 6.129548 -4.010508 3.218953 0.0 0.0 0.0
H 4.534930 -2.932571 1.682548 0.0 0.0 0.0
H 3.038426 -0.283764 3.794523 0.0 0.0 0.0
H 1.322587 -0.039753 3.386847 0.0 0.0 0.0
H 0.786162 2.007975 1.824075 -0.1 0.0 0.0
H 1.216127 4.394455 1.499747 0.0 0.0 0.0
H 3.243527 5.448853 2.483369 0.0 0.0 0.0
H 4.827551 4.066559 3.791225 0.0 0.0 0.0
H 4.402999 1.651041 4.083294 0.0 0.0 0.0
C -0.026331 0.813886 -4.147746 0.0 0.0 0.0
S 1.120327 0.374810 -2.867193 0.0 0.0 0.0
O 2.431257 0.370820 -3.463536 0.0 0.0 0.0
O 0.939692 1.434943 -1.825292 0.0 0.0 0.0
O 0.644371 -0.890443 -2.306993 0.1 0.0 -0.1
H 0.293741 1.756579 -4.585967 0.0 0.0 0.0
H -1.014000 0.910813 -3.700755 0.0 0.0 0.0
H -0.015447 0.021611 -4.893335 0.0 0.0 0.0
```
Positions in Å, forces in eV/Å.

frontier orbital gap (alpha / beta): 0.3079 / 0.2780 Eh
charge: -1
HOMO energy (alpha / beta): -5.977 / -5.163 eV
F_max: 0.36 eV/A
molar mass: 658.59 g/mol

Let us look at the Löwdin charges, expressed in e, one per atom:
1 Ni 0.4674
2 O -0.3077
3 Cl 0.7041
4 O -0.3565
5 O -0.3237
6 O -0.3783
7 C -0.0544
8 C -0.5646
9 C -0.0765
10 C -0.0549
11 C -0.1799
12 C -0.0495
13 C 0.0169
14 C -0.2137
15 O 0.1460
16 B -0.3939
17 O 0.1361
18 C -0.1948
19 C 0.0645
20 H 0.0793
21 H 0.0903
22 H 0.0735
23 H 0.0806
24 H 0.0848
25 H 0.0861
26 H 0.0793
27 H 0.0736
28 H 0.0890
29 H 0.1000
30 H 0.1164
31 H 0.1131
32 O -0.5135
33 S 1.0033
34 C -0.2646
35 C -0.2774
36 C -0.0545
37 C -0.0862
38 C -0.1001
39 C -0.0840
40 C -0.0494
41 C -0.2523
42 C -0.2659
43 C -0.0113
44 C -0.0553
45 C -0.0957
46 C -0.0957
47 C -0.0690
48 H 0.0996
49 H 0.1095
50 H 0.1069
51 H 0.0996
52 H 0.0965
53 H 0.1010
54 H 0.1112
55 H 0.0992
56 H 0.0809
57 H 0.0969
58 H 0.1045
59 H 0.0954
60 H 0.0952
61 H 0.1003
62 C -0.1436
63 S 0.4212
64 O -0.3255
65 O -0.3768
66 O -0.3363
67 H 0.0623
68 H 0.0601
69 H 0.0612

---

(2)
The following is a DFT calculation (ωB97M-V/def2-TZVPD) of a structure of composition C25H29BrN2O4Ti at a distorted geometry.

```
62
Properties=species:S:1:pos:R:3:forces:R:3
Ti 0.301933 1.025937 -1.607193 -1.9 0.5 1.4
C 2.868289 2.548485 -1.885369 0.0 -0.1 -0.1
C 3.299131 2.534301 -0.583041 0.0 0.0 0.0
C 2.398305 2.814280 0.455083 0.0 0.1 0.0
C 1.100263 3.170983 0.170127 0.0 0.2 0.0
C 0.632518 3.201971 -1.160690 0.6 0.7 0.1
C 1.511299 2.810848 -2.196261 0.7 1.2 0.2
H 3.567428 2.385619 -2.695090 0.0 0.0 0.0
H 4.339151 2.340042 -0.356172 0.0 0.0 0.0
H 2.741927 2.811182 1.481354 0.0 0.0 0.0
H 0.444573 3.494967 0.965264 -0.1 -0.1 0.0
H -0.289948 3.716413 -1.386192 -0.2 -0.2 0.0
H 1.259207 3.037616 -3.221414 -0.2 -0.2 -0.2
C -2.676155 2.240908 -2.804469 0.0 0.0 0.0
O -2.040812 1.740733 -1.623977 0.0 0.1 0.0
C -2.825835 1.022420 -0.751823 -0.1 0.1 -0.2
C -4.172402 0.769163 -0.896997 0.0 0.0 -0.1
C -4.810978 0.022493 0.089092 -0.1 0.0 0.0
Br -6.659131 -0.304915 -0.084062 0.0 0.0 0.0
C -4.124989 -0.495493 1.165756 0.0 -0.1 0.1
C -2.754749 -0.257460 1.287616 0.0 -0.1 0.1
C -2.138214 0.540211 0.345717 0.2 0.0 0.2
O -0.818409 0.943107 0.420781 -0.2 0.0 -0.1
C -1.987752 -0.855537 2.392805 0.1 -0.1 0.0
N -2.412988 -1.006943 3.604359 0.0 0.1 0.1
C -1.370915 -1.628960 4.287108 0.0 0.0 0.0
C -1.295949 -2.025861 5.621203 0.0 0.0 0.1
C -0.140333 -2.653293 6.039984 0.0 0.0 0.0
C 0.927710 -2.890237 5.158407 0.0 0.0 0.0
C 0.873881 -2.494609 3.835696 0.0 0.0 0.0
C -0.291781 -1.854558 3.428079 -0.1 0.0 0.0
N -0.691699 -1.322559 2.208597 0.1 0.2 -0.1
H -3.067480 1.421181 -3.405545 0.0 0.0 0.0
H -1.912566 2.771376 -3.363997 0.0 0.0 0.0
H -3.475900 2.929277 -2.535741 0.0 0.0 0.0
H -4.733603 1.136360 -1.743250 0.0 0.0 0.0
H -4.619249 -1.095824 1.917418 0.0 0.0 0.0
H -0.417429 0.611205 1.239016 0.2 -0.1 0.0
H -2.124844 -1.846231 6.294561 0.0 0.0 0.0
H -0.051553 -2.976801 7.069048 0.0 0.0 0.0
H 1.812314 -3.395224 5.524854 0.0 0.0 0.0
H 1.698456 -2.680805 3.157121 0.0 0.0 0.0
H -0.270445 -1.541303 1.318847 -0.1 -0.1 0.0
C -0.115371 0.273455 -4.590853 -0.1 0.1 0.2
O -0.119598 0.568372 -3.203751 -0.2 -0.7 -2.4
H 0.906070 0.206315 -4.958443 0.1 0.0 0.0
H -0.637281 1.051476 -5.145868 -0.1 0.1 0.0
H -0.615790 -0.674663 -4.767692 -0.1 -0.1 0.0
C 1.249161 -2.504725 -0.887459 0.0 0.0 0.1
C 2.136292 -1.264744 -0.975645 0.1 -0.1 -0.1
C 2.772079 -1.185259 -2.363130 -0.1 0.1 0.1
C 3.205480 -1.279291 0.102202 0.0 0.2 0.1
O 1.315667 -0.096744 -0.765213 1.4 -1.6 0.6
H 1.747432 -3.359732 -1.346200 0.0 0.0 0.1
H 0.315710 -2.332870 -1.422310 -0.1 0.0 -0.1
H 1.026368 -2.777080 0.148452 0.0 0.0 0.0
H 3.552325 -1.939012 -2.465934 0.0 0.0 0.0
H 3.220649 -0.202747 -2.516437 0.0 0.0 0.0
H 2.023231 -1.359140 -3.137114 0.0 0.0 0.0
H 3.824612 -2.173380 0.014849 0.0 0.0 0.0
H 2.746282 -1.264909 1.093839 0.0 0.0 0.0
H 3.846402 -0.399790 0.010097 0.0 -0.1 0.0
```
Positions in Å, forces in eV/Å.

frontier orbital gap (alpha / beta): 0.2917 / 0.2731 Eh
charge: +1
HOMO energy (alpha / beta): -10.640 / -10.913 eV
F_max: 2.53 eV/A
spin multiplicity: 2
molar mass: 549.29 g/mol

Let us look at the Löwdin charges, expressed in e, one per atom:
1 Ti 1.0198
2 C -0.0665
3 C -0.0612
4 C -0.0460
5 C -0.0746
6 C -0.1761
7 C -0.1704
8 H 0.1238
9 H 0.1209
10 H 0.1220
11 H 0.1259
12 H 0.1261
13 H 0.1271
14 C -0.0262
15 O -0.1628
16 C -0.1936
17 C -0.0395
18 C -0.6650
19 Br 0.7994
20 C -0.0468
21 C -0.0624
22 C -0.1629
23 O -0.0066
24 C -0.2707
25 N 0.1995
26 C -0.2141
27 C -0.0040
28 C -0.0777
29 C -0.0800
30 C -0.0222
31 C -0.1873
32 N 0.1526
33 H 0.1120
34 H 0.0974
35 H 0.1123
36 H 0.1100
37 H 0.1227
38 H 0.1227
39 H 0.1180
40 H 0.1065
41 H 0.1066
42 H 0.1015
43 H 0.1320
44 C -0.1023
45 O -0.3516
46 H 0.0871
47 H 0.0849
48 H 0.0920
49 C -0.0132
50 C -0.6420
51 C -0.0146
52 C -0.0155
53 O -0.2567
54 H 0.1003
55 H 0.0915
56 H 0.0744
57 H 0.0995
58 H 0.0790
59 H 0.0823
60 H 0.1004
61 H 0.0793
62 H 0.0829

---

(3)
The following is a DFT calculation (ωB97M-V/def2-TZVPD) of a structure of composition C25H29Cl3MoN7O5.

```
70
Properties=species:S:1:pos:R:3:forces:R:3
Mo -0.818435 -1.150816 0.636008 -0.3 0.5 -0.4
O -3.356313 -4.165969 -0.733994 -0.1 0.0 0.0
C -2.465876 -3.359143 -0.559548 0.1 0.0 0.0
N -2.443309 -2.340137 0.340233 0.0 -0.1 -0.1
C -3.363805 -2.430489 1.458735 0.1 0.0 0.0
C -2.541590 -2.419532 2.721992 0.0 0.0 0.0
C -3.041223 -2.803614 3.955935 -0.1 0.0 -0.1
C -2.211054 -2.770556 5.058921 0.0 0.0 0.1
C -0.896881 -2.351661 4.906433 0.0 0.0 0.0
C -0.465943 -1.975137 3.652791 0.0 0.0 0.1
N -1.270148 -2.009202 2.583816 0.0 -0.1 0.0
C -1.156943 -3.460702 -1.295361 -0.1 0.0 0.1
C -0.986083 -4.276244 -2.394333 0.0 -0.1 0.0
C 0.271898 -4.343160 -2.968497 0.0 -0.1 -0.1
C 1.307155 -3.604343 -2.413470 0.1 0.0 0.0
C 1.051516 -2.809248 -1.312536 0.0 -0.1 0.0
N -0.163902 -2.743304 -0.763134 0.1 -0.1 0.0
H -3.950958 -3.345888 1.389422 0.0 0.0 0.0
H -4.064541 -1.590990 1.472117 0.0 0.0 0.0
H -4.067936 -3.136646 4.032062 0.0 0.0 0.0
H -2.580589 -3.075702 6.029590 0.0 0.0 0.0
H -0.211173 -2.313698 5.740753 0.0 0.0 0.0
H 0.546410 -1.636628 3.486774 0.0 0.0 0.0
H -1.834547 -4.840021 -2.757391 0.0 0.0 0.0
H 0.447882 -4.969929 -3.833734 0.0 0.0 0.0
H 2.308421 -3.642380 -2.820615 0.0 0.0 0.0
H 1.819318 -2.215935 -0.839429 0.0 0.1 0.0
Cl 5.913487 0.329854 4.085200 -0.1 0.0 0.0
C 4.466587 -0.064379 3.212817 0.1 0.0 0.0
C 4.101877 -1.388351 3.058180 0.0 -0.1 0.0
C 2.945983 -1.690544 2.357691 0.2 -0.1 0.1
Cl 2.473401 -3.348478 2.184084 0.0 0.0 -0.1
C 2.136499 -0.699651 1.797396 -0.4 0.0 -0.2
O 1.054279 -0.995588 1.095280 0.6 0.1 0.1
C 2.541538 0.626407 1.986992 0.1 0.2 0.0
Cl 1.575818 1.904340 1.311241 0.0 -0.1 0.0
C 3.693292 0.951412 2.679762 -0.1 0.1 0.0
H 4.705271 -2.180811 3.477315 0.0 0.0 0.0
H 3.982489 1.985822 2.802655 0.0 0.0 0.0
N 1.996190 0.557196 -2.103508 -0.1 0.0 0.0
C 0.925417 1.538722 -2.209881 0.0 -0.1 -0.1
C 0.477368 1.799106 -3.661938 0.0 0.0 0.0
C -0.849647 2.525948 -3.884610 0.0 0.1 -0.1
C -0.997280 3.978832 -3.385458 0.0 0.1 0.1
N 0.237047 4.680264 -2.997987 0.0 -0.1 0.0
C 0.584172 5.029476 -1.761548 -0.1 0.0 0.0
N -0.056949 4.541922 -0.708892 0.1 -0.1 -0.1
N 1.593420 5.900295 -1.596905 0.0 0.0 0.0
C -0.296709 1.128484 -1.395754 0.0 0.0 0.4
O -1.059335 2.026161 -1.005640 0.1 -0.1 0.0
O -0.454871 -0.130905 -1.219362 0.0 0.1 0.2
H 2.741070 0.768940 -2.756582 0.0 0.0 0.0
H 1.627032 -0.357951 -2.333678 0.0 0.0 0.0
H 1.291174 2.461338 -1.762950 0.0 0.1 0.0
H 0.380377 0.819719 -4.137674 0.0 0.0 0.0
H 1.294333 2.306824 -4.184784 0.0 0.0 0.0
H -1.646700 1.944736 -3.420569 0.0 0.0 -0.1
H -1.049001 2.517996 -4.956990 0.0 0.0 0.0
H -1.672406 4.024505 -2.535892 0.0 0.0 0.0
H -1.436948 4.588374 -4.172914 -0.1 0.0 0.0
H 0.818645 5.026417 -3.741816 0.0 0.0 0.0
H -0.531997 3.615050 -0.784359 0.0 -0.1 -0.1
H 0.222394 4.847673 0.208185 0.0 0.0 0.0
H 1.952012 6.435133 -2.367563 0.0 0.0 0.0
H 1.948877 6.105926 -0.681636 0.0 0.0 0.0
C -2.741106 1.161992 1.770143 0.2 -0.2 0.1
O -1.753211 0.345487 1.209012 -0.1 0.1 0.0
H -3.350004 1.589214 0.973358 0.0 0.0 0.0
H -2.263265 1.970543 2.326521 0.0 0.0 0.0
H -3.381972 0.603627 2.459519 0.0 0.0 0.0
```
Positions in Å, forces in eV/Å.

frontier orbital gap (alpha / beta): 0.2827 / 0.2945 Eh
charge: +1
HOMO energy (alpha / beta): -9.927 / -10.602 eV
F_max: 0.70 eV/A
spin multiplicity: 3
molar mass: 709.85 g/mol

Let us look at the Löwdin charges, expressed in e, one per atom:
1 Mo 1.8230
2 O 0.0863
3 C -0.4653
4 N -0.1355
5 C -0.1321
6 C -0.2288
7 C 0.0022
8 C -0.0320
9 C -0.0289
10 C -0.0905
11 N -0.0165
12 C -0.1695
13 C 0.0255
14 C -0.0251
15 C -0.0291
16 C -0.1173
17 N -0.0170
18 H 0.1277
19 H 0.1273
20 H 0.1274
21 H 0.1193
22 H 0.1168
23 H 0.0892
24 H 0.1294
25 H 0.1184
26 H 0.1155
27 H 0.1038
28 Cl 0.6865
29 C -0.6681
30 C -0.1218
31 C -0.5881
32 Cl 0.7375
33 C -0.4448
34 O -0.3483
35 C -0.5518
36 Cl 0.7551
37 C -0.1264
38 H 0.1114
39 H 0.1075
40 N 0.0718
41 C -0.3322
42 C -0.1429
43 C -0.1592
44 C -0.1270
45 N 0.0957
46 C -0.4451
47 N 0.2162
48 N 0.1993
49 C -0.5935
50 O -0.0100
51 O -0.1414
52 H 0.0810
53 H 0.0533
54 H 0.1110
55 H 0.1232
56 H 0.1133
57 H 0.1129
58 H 0.1122
59 H 0.1155
60 H 0.1232
61 H 0.1569
62 H 0.0730
63 H 0.1230
64 H 0.1229
65 H 0.1228
66 C -0.1422
67 O -0.4509
68 H 0.0861
69 H 0.0841
70 H 0.0742